{"formula": "C5H30N2O9", "method": "the ωB97M-V functional and the def2-TZVPD basis", "smiles": "CN[C@H](CN)[C@H](C)O.O.O.O.O.O.O.O.O", "energy_ha": -995.128549, "lumo_ha": 0.004, "symbols": ["C", "N", "C", "C", "N", "C", "C", "O", "H", "H", "H", "H", "H", "H", "H", "H", "H", "H", "H", "H", "H", "H", "O", "H", "H", "O", "H", "H", "O", "H", "H", "O", "H", "H", "O", "H", "H", "O", "H", "H", "O", "H", "H", "O", "H", "H"], "xyz": [[1.85931, 1.83598, 1.68832], [0.93921, 1.67743, 0.54025], [-0.26570, 0.88601, 0.68593], [-1.07169, 1.27830, 1.92915], [-2.51164, 1.19500, 1.56039], [-0.03615, -0.63710, 0.79014], [1.04074, -1.18467, -0.17786], [-1.23638, -1.30168, 0.24258], [2.01496, 2.90323, 1.85438], [1.50394, 1.28776, 2.56277], [2.80181, 1.31941, 1.47733], [1.49279, 1.47341, -0.27514], [-0.77303, 0.97492, -0.28995], [-0.80254, 2.23352, 2.40719], [-0.71055, 0.68900, 2.76988], [-2.53520, 1.60723, 0.63254], [-3.06100, 1.84481, 2.11006], [0.06321, -1.08763, 1.77460], [1.85532, -1.57225, 0.42365], [1.33796, -0.42430, -0.89521], [0.71786, -2.05508, -0.74506], [-1.98428, -1.21867, 0.84849], [-2.10661, 0.01852, -2.42671], [-2.10292, -0.83004, -1.98575], [-1.29289, -0.02849, -2.94738], [0.41080, 2.90920, -3.09607], [0.89758, 3.55906, -2.59333], [-0.36484, 2.69843, -2.52536], [0.69088, 0.22309, -3.72448], [0.69024, 1.19177, -3.77957], [1.13426, -0.11546, -2.93884], [0.30037, -1.96700, 4.14635], [0.21924, -2.84857, 4.51323], [1.16796, -2.06833, 3.72753], [1.40753, -3.72649, 1.98807], [1.59218, -4.57090, 2.43631], [2.09420, -3.64283, 1.32345], [3.59572, 1.10431, -1.86299], [3.04241, 1.67431, -2.40830], [4.44694, 0.99706, -2.26385], [-1.65713, 2.38250, -1.54157], [-1.88007, 1.43174, -1.76588], [-2.25964, 2.94649, -2.05335], [-2.01691, -3.97780, 0.41829], [-1.94456, -3.04005, 0.15561], [-1.08146, -4.16087, 0.55192]]}